The following is a DFT calculation (wB97M-V/def2-TZVPD) of 14 unconnected molecules or ions with the total composition C56H154N14O14 at a distorted geometry.

Summary:
largest force on an atom = 3.6 eV Å⁻¹
ΔE to the lowest compared entry with this formula, charge and spin = 137.69 kcal/mol
Kohn-Sham gap = 8.87 eV

The geometry in ORCA input format:
```
! wB97M-V def2-TZVPD RIJCOSX def2/J DEFGRID3
* xyz 0 1
C -6.858 26.219 15.857
C -7.531 26.819 17.144
C -6.744 26.492 18.424
O -6.800 25.107 18.746
C -6.113 24.702 19.941
N -7.673 28.270 16.948
H -7.413 26.227 14.919
H -6.730 25.144 15.989
H -5.896 26.728 15.806
H -8.525 26.377 17.209
H -7.158 27.093 19.234
H -5.698 26.754 18.263
H -6.588 25.146 20.816
H -5.036 24.866 19.945
H -6.089 23.625 20.101
H -7.971 28.786 17.763
H -6.750 28.640 16.766
C -21.187 25.633 16.820
C -19.690 25.435 17.158
C -18.786 24.771 16.054
O -17.400 24.790 16.403
C -16.541 24.244 15.436
N -19.181 26.743 17.474
H -21.500 26.640 16.546
H -21.670 25.302 17.740
H -21.513 24.942 16.043
H -19.551 24.890 18.092
H -18.853 25.308 15.108
H -19.054 23.734 15.851
H -16.724 24.764 14.495
H -16.799 23.205 15.230
H -15.476 24.419 15.583
H -19.587 27.347 16.774
H -18.183 26.736 17.320
C -11.094 29.376 13.933
C -11.197 29.222 15.452
C -11.139 27.774 15.872
O -12.194 26.969 15.358
C -12.482 25.740 16.112
N -10.107 29.916 16.078
H -11.374 30.365 13.571
H -11.785 28.783 13.333
H -10.055 29.165 13.680
H -12.096 29.726 15.808
H -11.227 27.745 16.958
H -10.135 27.432 15.622
H -12.755 25.913 17.153
H -11.716 24.967 16.051
H -13.349 25.326 15.598
H -10.313 29.899 17.067
H -9.289 29.324 16.071
C -18.348 29.839 16.373
C -18.656 29.318 14.907
C -17.497 28.378 14.472
O -16.203 29.041 14.426
C -15.131 28.243 14.641
N -19.875 28.609 15.037
H -17.382 30.338 16.454
H -18.413 29.095 17.167
H -19.020 30.667 16.597
H -18.818 30.111 14.177
H -17.810 27.882 13.553
H -17.571 27.577 15.208
H -15.239 27.696 15.578
H -14.231 28.841 14.782
H -14.970 27.536 13.828
H -20.294 28.431 14.136
H -20.564 29.126 15.564
C -9.253 28.008 21.206
C -9.585 28.611 19.841
C -10.986 29.360 19.877
O -11.184 30.137 18.650
C -12.506 30.614 18.487
N -8.472 29.499 19.535
H -10.000 27.273 21.507
H -9.247 28.785 21.969
H -8.268 27.542 21.227
H -9.620 27.907 19.010
H -11.034 30.067 20.705
H -11.834 28.699 20.060
H -12.812 31.336 19.244
H -13.175 29.765 18.347
H -12.616 31.221 17.588
H -8.360 30.008 20.399
H -8.866 30.218 18.945
C -14.679 24.265 18.608
C -15.491 23.791 19.823
C -15.969 24.868 20.789
O -14.864 25.432 21.462
C -15.061 25.904 22.791
N -16.661 23.071 19.257
H -13.813 24.820 18.969
H -15.294 24.870 17.943
H -14.320 23.405 18.043
H -14.936 22.988 20.310
H -16.513 24.220 21.476
H -16.640 25.601 20.343
H -16.042 26.347 22.959
H -14.339 26.693 23.003
H -14.848 25.140 23.539
H -16.945 23.574 18.428
H -16.268 22.263 18.796
C -10.898 22.411 17.409
C -10.172 23.697 17.902
C -10.812 24.406 19.123
O -10.788 23.599 20.359
C -11.401 24.208 21.445
N -8.808 23.353 18.237
H -11.405 21.900 18.227
H -10.189 21.717 16.956
H -11.693 22.602 16.688
H -10.068 24.347 17.034
H -11.856 24.661 18.944
H -10.333 25.373 19.279
H -10.832 25.105 21.691
H -11.353 23.589 22.341
H -12.453 24.414 21.246
H -8.178 24.100 18.494
H -8.931 22.792 19.068
C -15.334 28.093 18.522
C -15.234 28.728 19.899
C -16.516 28.694 20.751
O -17.670 29.279 20.168
C -17.737 30.663 20.112
N -14.106 28.154 20.553
H -14.491 28.196 17.839
H -16.228 28.499 18.049
H -15.704 27.071 18.613
H -14.927 29.736 19.622
H -16.310 29.167 21.711
H -16.674 27.637 20.968
H -18.185 31.070 19.206
H -16.775 31.162 20.233
H -18.302 30.924 21.007
H -14.043 28.462 21.513
H -14.203 27.148 20.562
C -7.606 25.695 8.619
C -8.915 26.474 8.396
C -10.022 26.046 9.348
O -9.710 26.590 10.632
C -10.717 26.317 11.569
N -8.618 27.901 8.567
H -7.847 24.641 8.481
H -7.213 25.741 9.635
H -6.832 26.085 7.959
H -9.285 26.300 7.386
H -10.162 24.966 9.298
H -10.969 26.532 9.113
H -10.352 26.574 12.564
H -10.919 25.246 11.562
H -11.633 26.881 11.394
H -8.127 27.983 9.446
H -9.501 28.302 8.850
C -9.498 32.984 13.629
C -8.231 32.183 13.739
C -6.990 32.978 13.317
O -6.787 33.088 11.866
C -5.633 33.763 11.572
N -8.153 31.855 15.137
H -10.387 32.428 13.927
H -9.597 33.216 12.568
H -9.399 33.913 14.191
H -8.316 31.278 13.138
H -6.108 32.440 13.666
H -6.943 33.944 13.821
H -5.495 34.682 12.141
H -5.726 34.151 10.558
H -4.772 33.113 11.414
H -9.029 31.420 15.388
H -7.526 31.073 15.021
C -6.887 28.515 11.909
C -5.713 28.885 12.892
C -4.687 29.880 12.298
O -4.067 29.260 11.200
C -3.090 30.072 10.608
N -6.231 29.467 14.159
H -7.636 27.953 12.467
H -6.554 27.966 11.028
H -7.294 29.458 11.545
H -5.190 27.965 13.155
H -3.960 30.096 13.080
H -5.183 30.782 11.937
H -3.313 31.117 10.391
H -2.796 29.686 9.632
H -2.192 30.109 11.224
H -5.393 29.435 14.721
H -6.858 28.878 14.688
C -11.137 29.344 6.367
C -12.074 29.632 7.550
C -11.534 30.321 8.727
O -10.585 29.553 9.477
C -10.190 29.945 10.772
N -13.167 30.424 7.012
H -10.704 30.236 5.915
H -11.579 28.781 5.545
H -10.270 28.777 6.710
H -12.424 28.683 7.957
H -12.320 30.534 9.452
H -11.149 31.298 8.434
H -11.083 30.104 11.377
H -9.690 30.909 10.676
H -9.504 29.392 11.413
H -12.629 31.089 6.475
H -13.664 29.861 6.337
C -14.669 35.475 9.213
C -13.258 35.002 8.804
C -12.800 33.673 9.412
O -12.889 33.747 10.846
C -12.506 32.611 11.546
N -13.172 34.857 7.370
H -14.655 35.671 10.285
H -15.458 34.883 8.748
H -14.893 36.487 8.876
H -12.586 35.834 9.013
H -11.739 33.612 9.172
H -13.279 32.844 8.891
H -13.144 31.751 11.340
H -12.600 32.865 12.602
H -11.435 32.474 11.393
H -13.751 34.042 7.226
H -13.651 35.625 6.922
C -14.505 32.039 14.897
C -15.222 33.035 13.941
C -16.623 32.489 13.515
O -17.380 33.239 12.500
C -16.993 33.056 11.124
N -15.474 34.353 14.643
H -15.071 32.003 15.828
H -13.452 32.214 15.114
H -14.491 31.072 14.395
H -14.631 33.199 13.040
H -17.291 32.314 14.358
H -16.456 31.531 13.022
H -15.917 33.081 10.950
H -17.429 33.751 10.407
H -17.311 32.057 10.824
H -16.264 34.772 14.173
H -15.771 34.178 15.592
*
```